17
Properties=species:S:1:pos:R:3:forces:R:3 method="wB97M-V/def2-TZVPD" mol_weight_g_mol=115.116 orbital_gap_ev=9.1 homo_ev=-8.2 max_force_ev_per_a=5.70 spin_multiplicity=1 e_tot_ha=-592.45981
P 1.8098 -1.3870 0.7665 -0.59 0.00 0.62
N 0.8350 -0.0157 0.5186 -0.25 1.84 -4.47
C -0.9919 1.5040 0.9134 1.99 1.71 -4.08
C 0.7135 0.4308 -1.3032 -0.32 -1.45 5.50
C -0.4223 0.2281 1.1486 2.74 -3.44 -0.26
C 0.5292 -0.4355 -2.2328 0.41 -1.12 -2.95
C -0.8405 -0.7607 1.9261 -1.72 -1.11 -0.53
H 2.9444 -0.7050 0.3697 0.73 -0.20 -0.61
H 0.5145 -0.0141 -3.2963 -0.26 -0.68 1.51
H -1.6294 1.7522 1.6381 -2.51 1.31 2.82
H -0.1478 2.2261 0.7782 -0.76 -0.22 0.58
H 0.5353 -1.5407 -2.1678 0.03 0.89 0.23
H -1.5058 1.5668 -0.0703 0.03 -0.27 0.51
H 0.5666 1.4529 -1.3256 0.26 1.85 -0.21
H 1.5090 -2.1219 -0.4120 0.38 -0.06 0.00
H -1.8967 -0.6813 2.2396 0.84 -0.32 0.62
H -0.3239 -1.7590 1.8080 -1.01 1.26 0.72



100
Properties=species:S:1:pos:R:3:forces:R:3 method="wB97M-V/def2-TZVPD" mol_weight_g_mol=524.580 orbital_gap_ev=4.8 homo_ev=-2.8 max_force_ev_per_a=2.03 spin_multiplicity=1 charge=-1 e_tot_ha=-3535.25082
As 1.5405 -0.2354 4.8749 -0.11 -0.47 0.60
O 4.3616 -0.4110 3.9151 -0.21 -0.10 1.95
O 1.7575 2.0758 0.1354 -0.77 0.55 -0.21
N 4.2558 -0.8064 6.4061 1.03 -0.29 -1.73
C -0.2629 -0.0526 1.8683 -0.04 0.94 0.71
C 5.3777 -1.7347 6.1311 0.23 -0.11 0.86
C -1.8969 1.1218 -5.1863 0.01 -0.01 0.13
C -0.4755 -1.1785 -6.7379 -0.02 -0.11 0.03
C -0.4513 0.0387 4.4737 -1.12 0.38 -1.07
C -0.1056 -2.5254 10.4893 0.11 0.03 0.05
C -0.7332 1.8048 -4.4770 -0.05 0.10 -0.12
C -0.7107 0.7667 3.1090 -0.36 -0.32 0.50
C 2.9822 -2.6190 9.9526 -0.01 -0.14 -0.08
C 0.1208 0.3621 -0.6080 -0.80 0.93 0.17
C -0.8302 -1.2257 -5.2525 0.09 0.07 0.05
C -2.1268 1.6132 -9.4375 -0.11 -0.02 0.05
C 0.6379 -1.8099 9.3585 -0.10 -0.06 -0.07
C 4.7520 0.4371 7.0254 -0.29 -0.20 0.69
C -0.8771 3.8351 -9.3450 -0.10 0.10 0.04
C -2.0251 -0.3620 -4.8459 -0.10 -0.05 -0.06
C -3.4878 2.2452 -11.5370 -0.01 -0.11 -0.03
C -2.2649 1.5340 -10.9589 0.09 0.07 -0.03
C -4.8113 1.6639 -11.0526 -0.03 0.13 -0.04
C -1.5021 -4.0691 9.0155 0.08 -0.13 -0.02
C 0.7954 1.7341 -0.8428 0.51 -1.02 -1.01
C -0.5240 -3.9622 10.1801 -0.12 0.05 0.06
C -1.5867 -1.6972 -7.6429 0.08 0.08 -0.09
C -2.0768 3.0278 -8.8612 0.13 -0.04 -0.01
C -0.9526 0.3742 0.5385 1.14 -1.35 -0.41
C 1.9093 -2.5025 8.8748 0.08 0.17 0.03
C 1.2947 3.0234 1.0848 0.59 0.15 0.83
B 3.5879 -0.5015 5.1086 0.50 0.23 -0.55
H -0.9955 -4.3854 11.0734 0.04 -0.02 0.01
H -1.0060 -0.9225 4.4027 0.56 0.13 0.24
H -1.7989 1.2579 -6.2678 -0.02 -0.06 0.00
H 1.6774 -3.4961 8.4794 -0.03 0.02 -0.02
H -0.3391 0.0768 -1.5741 0.10 0.09 0.31
H -2.9341 -0.7528 -5.3141 0.02 -0.02 0.01
H -1.4833 1.3329 0.6054 0.16 -0.17 0.00
H -2.2990 0.4782 -11.2480 -0.02 0.01 0.00
H -0.9990 -1.9423 10.7401 -0.02 -0.03 0.00
H -2.9998 3.5672 -9.0933 -0.01 -0.04 0.00
H 2.3160 -1.9285 8.0394 -0.04 -0.04 -0.08
H -0.9576 0.6316 5.2641 0.50 -0.22 -0.09
H -1.7959 -5.1097 8.8596 -0.04 0.03 -0.03
H -1.2169 1.0777 -9.1460 -0.01 0.02 0.02
H 0.8910 -0.7997 9.6964 0.01 0.00 -0.03
H -0.4405 -1.1133 2.1078 0.03 0.27 -0.32
H -4.8867 0.6043 -11.3073 0.00 0.00 0.05
H -1.6613 -0.4257 0.2606 -0.16 0.53 0.24
H -1.3650 1.9429 -11.4283 0.00 -0.01 0.02
H -0.8340 1.7163 -3.3936 0.05 -0.02 -0.01
H 1.4132 0.4493 6.3013 -0.14 0.37 0.53
H -1.0617 -3.7081 8.0850 -0.03 0.03 0.01
H 3.8806 -3.0864 9.5430 0.02 0.04 0.04
H -3.4505 3.3141 -11.3074 0.03 -0.02 0.01
H -1.0406 -2.2621 -4.9695 0.01 0.00 -0.02
H 5.6112 -2.2979 7.0564 -0.04 0.09 -0.35
H -2.8251 1.6236 -4.8975 -0.01 -0.01 -0.05
H -2.9540 1.0715 -8.9686 0.02 -0.01 -0.01
H 0.8279 0.0644 1.7857 -0.36 -0.14 -0.09
H 1.8089 1.1811 4.1927 0.10 0.72 -0.61
H -2.0307 2.9554 -7.7714 -0.06 0.01 -0.02
H -0.8987 3.9836 -10.4262 0.03 -0.01 0.01
H 3.2610 -1.6324 10.3312 -0.01 -0.01 0.03
H -1.8428 -2.7293 -7.3928 -0.03 0.02 0.01
H 1.3487 1.6464 -1.7996 -0.09 0.09 0.30
H 2.6482 -3.2293 10.7961 0.03 0.03 0.04
H 1.2303 -1.6400 5.5625 -0.09 -0.45 0.32
H -2.4072 -3.4901 9.2140 0.02 0.03 -0.03
H -2.4893 -1.0891 -7.5608 -0.01 -0.04 -0.01
H -0.7088 2.8681 -4.7260 0.05 -0.01 0.05
H 0.2270 1.3755 -4.7687 0.00 0.00 0.05
H 4.4726 1.3299 6.4457 -0.04 -0.15 0.30
H 6.3069 -1.2091 5.8393 -0.30 -0.13 -0.10
H -3.4495 2.1660 -12.6273 0.02 0.04 0.01
H 0.5141 -2.5256 11.3924 0.00 0.00 -0.01
H 4.3483 0.4995 8.0508 0.06 0.33 -0.33
H 5.8517 0.4379 7.1310 -0.31 -0.06 -0.24
H -0.0334 -1.6782 8.5056 0.05 0.03 -0.01
H 0.4192 -1.7868 -6.8985 0.02 0.05 0.00
H -0.2384 1.7629 3.1526 -0.02 -0.34 -0.23
H 0.2540 3.3409 0.9322 0.16 -0.31 -0.02
H 1.9178 3.9371 1.0635 -0.10 -0.32 -0.18
H -1.7989 0.9648 3.0068 0.29 -0.07 0.09
H 0.0483 -0.9306 -4.6711 -0.03 0.00 0.01
H 0.3561 -4.5794 9.9779 0.02 0.05 0.00
H 0.0499 2.5312 -1.0192 0.14 -0.20 0.38
H -0.2084 -0.1590 -7.0333 0.00 0.00 0.03
H -2.1761 -0.4682 -3.7668 0.01 0.03 -0.01
H -5.6491 2.1826 -11.5223 -0.03 -0.05 0.03
H 1.6847 -1.0168 3.4965 0.02 -0.04 -0.62
H -0.8697 4.8215 -8.8771 0.06 -0.01 -0.03
H -4.9255 1.7655 -9.9721 -0.01 -0.03 -0.01
H 1.4170 2.5736 2.0836 -0.24 0.25 -0.23
H -1.2660 -1.6733 -8.6867 -0.08 -0.03 -0.01
H 0.8769 -0.3953 -0.3650 -0.07 0.23 -0.15
H 0.0583 3.3344 -9.0854 0.00 -0.01 -0.04
H 5.1348 -2.4591 5.3438 -0.09 0.20 0.22
H 3.8131 0.0904 3.3111 -0.41 -0.10 -0.62